(1)
C34H90N6O12 | ωB97M-V/def2-TZVPD

Cartesian coordinates (Å):
C1 -3.411 6.377 0.264
O1 -3.301 6.368 1.664
C2 -2.387 5.544 2.237
C3 -2.515 3.979 1.963
C4 -3.904 3.566 2.405
N1 -1.463 3.271 2.698
H1 -4.130 7.212 -0.062
H2 -3.913 5.483 -0.111
H3 -2.395 6.421 -0.258
H4 -1.393 5.827 1.935
H5 -2.375 5.671 3.313
H6 -2.387 3.773 0.909
H7 -4.007 3.703 3.438
H8 -4.225 2.564 2.149
H9 -4.639 4.208 1.893
H10 -1.839 2.990 3.636
H11 -0.655 3.886 2.900
C5 2.054 4.073 4.055
O2 1.375 4.469 2.954
C6 1.968 3.913 1.766
C7 1.203 4.239 0.464
C8 1.864 3.621 -0.780
N2 1.110 5.710 0.277
H12 3.193 4.263 3.928
H13 2.086 3.029 4.305
H14 1.681 4.627 4.931
H15 2.977 4.349 1.733
H16 2.003 2.845 1.814
H17 0.201 3.850 0.551
H18 1.046 3.690 -1.462
H19 2.029 2.577 -0.644
H20 2.739 4.079 -1.197
H21 1.029 6.090 1.209
H22 2.058 5.958 -0.071
C9 -4.562 0.402 -2.825
O3 -4.480 1.383 -1.817
C10 -3.178 1.699 -1.482
C11 -2.654 2.823 -2.390
N3 -3.530 3.983 -2.298
C12 -3.112 5.044 -3.222
C13 -3.065 4.603 -4.682
O4 -3.064 5.660 -5.621
C14 -1.858 6.392 -5.571
H23 -3.797 -0.328 -2.715
H24 -4.404 0.783 -3.835
H25 -5.496 -0.095 -2.739
H26 -2.558 0.860 -1.724
H27 -3.085 1.997 -0.414
H28 -2.570 2.481 -3.417
H29 -1.642 3.113 -2.121
H30 -4.473 3.668 -2.483
H31 -2.158 5.424 -2.842
H32 -3.800 5.861 -2.969
H33 -3.925 3.976 -4.901
H34 -2.186 3.825 -4.812
H35 -1.883 7.156 -6.347
H36 -0.884 5.815 -5.724
H37 -1.695 6.919 -4.566
C15 0.897 -10.117 -3.520
O5 1.578 -9.509 -2.370
C16 0.864 -9.943 -1.233
C17 1.418 -9.338 0.053
N4 1.236 -7.937 0.036
C18 2.070 -7.196 0.954
C19 1.700 -5.740 0.784
O6 1.921 -5.369 -0.546
C20 1.785 -3.961 -0.808
H38 -0.120 -9.703 -3.627
H39 0.953 -11.170 -3.361
H40 1.458 -9.834 -4.384
H41 0.792 -11.009 -1.137
H42 -0.257 -9.715 -1.278
H43 2.461 -9.721 0.102
H44 0.892 -9.850 0.854
H45 1.405 -7.599 -0.906
H46 3.121 -7.306 0.709
H47 1.892 -7.504 1.977
H48 2.305 -5.113 1.546
H49 0.679 -5.513 1.048
H50 2.450 -3.401 -0.110
H51 0.765 -3.606 -0.638
H52 2.147 -3.759 -1.794
C21 -2.785 -2.947 0.579
O7 -2.221 -3.295 -0.705
C22 -3.196 -3.340 -1.743
C23 -2.536 -3.246 -3.014
N5 -1.711 -2.103 -3.259
C24 -1.303 -1.900 -4.638
C25 -0.584 -0.561 -4.792
O8 0.612 -0.732 -4.046
C26 1.250 0.531 -3.962
H53 -3.382 -2.108 0.553
H54 -1.943 -2.886 1.311
H55 -3.350 -3.834 0.883
H56 -3.906 -2.580 -1.744
H57 -3.752 -4.219 -1.587
H58 -3.373 -3.216 -3.745
H59 -1.942 -4.151 -3.261
H60 -0.972 -2.110 -2.620
H61 -2.154 -1.887 -5.279
H62 -0.647 -2.720 -4.991
H63 -1.134 0.257 -4.361
H64 -0.307 -0.362 -5.799
H65 0.548 1.358 -3.841
H66 1.877 0.623 -4.873
H67 1.902 0.551 -3.142
C27 4.733 -1.426 -0.608
O9 4.080 -0.192 -0.331
C28 3.493 -0.201 0.937
C29 4.432 0.078 2.079
N6 3.588 0.058 3.344
C30 4.415 -0.264 4.509
C31 3.516 -0.479 5.797
O10 4.536 -0.474 6.852
C32 4.252 -0.909 8.130
H68 4.865 -1.438 -1.693
H69 4.185 -2.305 -0.243
H70 5.727 -1.469 -0.202
H71 2.897 -1.141 1.027
H72 2.775 0.573 0.937
H73 4.791 1.081 1.818
H74 5.323 -0.608 2.284
H75 2.769 -0.539 3.272
H76 5.060 0.586 4.715
H77 5.069 -1.121 4.338
H78 3.072 -1.452 5.768
H79 2.757 0.308 5.805
H80 3.839 -1.856 8.210
H81 3.498 -0.294 8.607
H82 5.124 -1.003 8.731
C33 -0.397 0.490 4.543
O11 -0.334 -0.450 3.459
H83 0.230 0.063 5.365
H84 -0.019 1.446 4.254
H85 -1.447 0.674 4.948
H86 -0.796 -0.081 2.665
C34 -0.367 0.728 0.219
O12 -1.053 1.034 1.399
H87 0.321 1.519 -0.021
H88 0.126 -0.261 0.385
H89 -1.139 0.525 -0.587
H90 -0.939 1.919 1.721

The LUMO energy comes out at 0.63 eV. Its SMILES is COC[C@H](C)N.COC[C@H](C)N.COCCNCCOC.COCCNCCOC.COCCNCCOC.COCCNCCOC.CO.CO. The energy above the lowest of the compared OMol25 structures with the same formula, charge and spin comes out at 0.0 kcal per mole. The molar mass is 775.12 g/mol. The total energy is -70218.19863 eV. The value obtained for the highest occupied orbital energy is -0.314 Eh. As for the largest force on an atom: 4.10 eV Å⁻¹.

(2)
C34H91N3O13 | ωB97M-V/def2-TZVPD

Cartesian coordinates (Å):
C1 -4.561 -1.244 0.175
O1 -4.611 -1.431 1.578
H1 -4.325 -2.179 -0.354
H2 -5.532 -0.900 -0.170
H3 -3.742 -0.563 -0.098
H4 -4.044 -2.177 1.824
C2 1.685 -1.304 -0.698
O2 2.776 -1.458 0.203
H5 0.813 -1.883 -0.385
H6 1.365 -0.259 -0.762
H7 1.996 -1.618 -1.701
H8 3.059 -0.573 0.465
C3 -3.288 2.627 2.646
O3 -2.408 3.665 3.121
H9 -2.899 1.674 2.998
H10 -4.308 2.810 2.977
H11 -3.277 2.582 1.553
H12 -2.319 4.339 2.441
C4 2.316 1.697 -3.139
O4 1.179 1.874 -2.304
H13 3.247 1.835 -2.580
H14 2.314 0.692 -3.557
H15 2.319 2.423 -3.959
H16 1.411 2.495 -1.607
C5 0.902 4.805 -0.531
O5 1.906 3.906 -0.041
H17 1.324 5.802 -0.701
H18 0.525 4.507 -1.517
H19 0.080 4.890 0.171
H20 2.752 4.226 -0.366
C6 -0.835 1.374 0.132
O6 -0.021 1.953 1.139
H21 -1.646 0.844 0.619
H22 -1.156 2.151 -0.564
H23 -0.316 0.620 -0.472
H24 0.731 2.422 0.766
C7 -4.355 2.316 -2.424
O7 -2.962 2.433 -2.155
H25 -4.520 2.220 -3.501
H26 -4.778 1.445 -1.919
H27 -4.839 3.220 -2.066
H28 -2.497 1.658 -2.507
O8 1.519 4.322 3.370
H29 0.945 3.591 3.680
H30 1.721 4.095 2.458
O9 -2.549 4.598 -0.394
H31 -2.344 5.156 -1.149
H32 -2.629 3.711 -0.782
O10 -0.146 2.186 3.961
H33 -1.004 2.611 3.787
H34 0.029 1.758 3.113
C8 -0.153 0.685 -5.975
C9 -1.475 0.029 -5.588
C10 -1.731 -1.136 -6.542
C11 -2.776 -2.107 -6.041
C12 -2.348 -2.637 -4.703
C13 -2.182 -1.540 -3.656
N1 -1.303 -0.536 -4.245
O11 -1.060 0.517 -3.318
C14 -3.553 -1.039 -3.166
C15 -1.469 -2.131 -2.440
C16 -2.625 1.032 -5.693
H35 0.646 -0.048 -5.915
H36 0.041 1.507 -5.280
H37 -0.245 1.162 -6.952
H38 -1.990 -0.720 -7.522
H39 -0.791 -1.659 -6.754
H40 -2.876 -2.943 -6.736
H41 -3.757 -1.640 -5.933
H42 -1.395 -3.171 -4.801
H43 -3.052 -3.379 -4.314
H44 -4.185 -0.603 -3.941
H45 -4.092 -1.864 -2.702
H46 -3.388 -0.241 -2.441
H47 -1.779 -3.163 -2.256
H48 -0.391 -2.157 -2.619
H49 -1.666 -1.562 -1.530
H50 -2.455 1.882 -5.022
H51 -3.594 0.614 -5.443
H52 -2.640 1.465 -6.697
H53 -0.143 0.407 -3.046
C17 -1.343 -1.270 2.052
C18 -1.200 -2.576 2.845
C19 -1.003 -2.195 4.312
C20 -1.310 -3.374 5.213
C21 -2.751 -3.836 5.024
C22 -3.057 -4.263 3.582
N2 -2.497 -3.281 2.641
O12 -2.528 -3.790 1.315
C23 -2.557 -5.704 3.388
C24 -4.578 -4.262 3.415
C25 0.020 -3.351 2.334
H54 -0.457 -0.661 2.279
H55 -2.199 -0.715 2.434
H56 -1.387 -1.411 0.974
H57 0.046 -1.949 4.462
H58 -1.695 -1.393 4.570
H59 -1.136 -3.140 6.267
H60 -0.645 -4.226 5.026
H61 -3.461 -3.093 5.393
H62 -2.880 -4.701 5.684
H63 -2.814 -6.130 2.416
H64 -1.470 -5.753 3.508
H65 -2.997 -6.349 4.145
H66 -5.054 -4.989 4.077
H67 -5.010 -3.289 3.656
H68 -4.849 -4.484 2.380
H69 0.088 -4.341 2.799
H70 0.925 -2.803 2.597
H71 0.034 -3.507 1.256
H72 -2.045 -4.629 1.327
C26 3.183 1.086 2.762
C27 4.566 1.426 2.209
C28 5.604 0.784 3.121
C29 7.008 0.832 2.546
C30 6.979 0.147 1.176
C31 5.970 0.668 0.168
N3 4.673 0.862 0.849
O13 3.734 1.493 0.003
C32 6.494 1.937 -0.506
C33 5.770 -0.427 -0.865
C34 4.733 2.958 2.248
H73 3.096 0.018 2.971
H74 2.384 1.379 2.083
H75 3.035 1.606 3.711
H76 5.600 1.321 4.074
H77 5.325 -0.244 3.370
H78 7.669 0.251 3.192
H79 7.391 1.856 2.527
H80 6.723 -0.878 1.461
H81 7.975 0.123 0.728
H82 7.135 2.532 0.160
H83 7.239 1.666 -1.262
H84 5.735 2.574 -0.946
H85 5.585 -1.397 -0.420
H86 4.868 -0.181 -1.443
H87 6.572 -0.402 -1.602
H88 4.648 3.307 3.277
H89 3.888 3.426 1.732
H90 5.670 3.347 1.847
H91 3.987 2.427 -0.046

The LUMO energy comes out at 0.05 eV. The molar mass is 750.11 g/mol. The total energy is -67817.46938 eV. The value obtained for the highest occupied orbital energy is -0.318 Eh. As for the largest force on an atom: 1.51 eV Å⁻¹.

(3)
C34H92N4O10 | ωB97M-V/def2-TZVPD

Cartesian coordinates (Å):
C1 2.272 -1.956 -4.745
O1 1.179 -1.413 -3.910
C2 0.285 -0.633 -4.693
C3 -0.625 0.349 -3.873
C4 -1.183 -0.232 -2.592
N1 -1.775 0.861 -4.603
H1 2.991 -1.152 -4.902
H2 1.914 -2.320 -5.708
H3 2.727 -2.729 -4.125
H4 0.886 -0.085 -5.419
H5 -0.322 -1.248 -5.357
H6 -0.014 1.212 -3.607
H7 -0.387 -0.529 -1.910
H8 -1.662 -1.185 -2.818
H9 -1.787 0.479 -2.028
H10 -1.452 0.869 -5.560
H11 -2.565 0.232 -4.563
C5 -1.407 3.653 -2.012
O2 -2.748 4.129 -2.323
C6 -3.706 4.167 -1.241
C7 -5.108 4.652 -1.645
C8 -5.944 4.868 -0.415
N2 -5.740 3.622 -2.452
H12 -0.880 4.273 -1.287
H13 -0.845 3.629 -2.946
H14 -1.424 2.661 -1.561
H15 -3.825 3.218 -0.719
H16 -3.270 4.902 -0.564
H17 -5.003 5.574 -2.217
H18 -5.447 5.556 0.269
H19 -6.258 3.954 0.089
H20 -6.879 5.335 -0.725
H21 -5.288 3.514 -3.349
H22 -5.540 2.796 -1.907
C9 -3.508 0.233 3.701
O3 -4.709 -0.420 3.332
C10 -4.512 -1.839 3.204
C11 -5.817 -2.402 2.495
C12 -6.969 -2.235 3.531
N3 -5.760 -3.769 2.095
H23 -3.127 -0.044 4.684
H24 -3.666 1.311 3.664
H25 -2.655 -0.043 3.082
H26 -3.608 -2.055 2.635
H27 -4.402 -2.274 4.197
H28 -5.897 -1.835 1.567
H29 -7.031 -1.224 3.934
H30 -6.780 -2.909 4.366
H31 -7.952 -2.469 3.123
H32 -5.840 -4.389 2.889
H33 -6.656 -3.952 1.667
C13 0.758 6.595 4.767
O4 0.422 5.475 3.963
C14 1.387 4.387 3.955
C15 1.344 3.723 2.600
C16 1.864 4.603 1.436
N4 0.015 3.307 2.218
H34 0.927 6.321 5.808
H35 -0.062 7.302 4.638
H36 1.661 7.096 4.418
H37 2.428 4.606 4.194
H38 1.071 3.660 4.703
H39 1.958 2.837 2.758
H40 1.450 5.611 1.443
H41 1.767 4.113 0.467
H42 2.941 4.731 1.548
H43 -0.525 3.262 3.070
H44 -0.361 4.129 1.766
C17 3.383 -0.671 4.806
C18 3.668 -1.578 3.661
C19 4.412 -2.810 4.083
O5 2.486 -2.106 3.121
H45 2.692 -1.098 5.533
H46 2.846 0.228 4.501
H47 4.304 -0.391 5.317
H48 4.247 -1.098 2.872
H49 4.037 -3.458 4.875
H50 5.388 -2.500 4.458
H51 4.495 -3.524 3.265
H52 2.084 -1.254 2.941
C20 1.542 3.275 -5.363
C21 2.532 3.282 -4.229
C22 2.727 1.876 -3.703
O6 3.760 3.935 -4.653
H53 0.602 2.870 -4.987
H54 1.863 2.556 -6.117
H55 1.460 4.281 -5.773
H56 2.243 3.922 -3.395
H57 3.638 1.769 -3.115
H58 2.819 1.141 -4.503
H59 1.918 1.529 -3.060
H60 4.207 4.311 -3.891
C23 -2.081 -3.795 -0.236
C24 -3.294 -4.616 -0.555
C25 -2.985 -5.652 -1.641
O7 -3.769 -5.358 0.601
H61 -1.318 -4.495 0.106
H62 -2.255 -3.032 0.523
H63 -1.795 -3.451 -1.229
H64 -4.086 -4.031 -1.023
H65 -2.608 -5.308 -2.604
H66 -3.879 -6.220 -1.901
H67 -2.237 -6.356 -1.276
H68 -4.241 -4.695 1.111
C26 5.411 -1.132 -0.121
C27 5.684 -2.212 -1.175
C28 7.068 -2.267 -1.686
O8 5.340 -3.456 -0.705
H69 6.049 -1.268 0.752
H70 4.384 -1.162 0.244
H71 5.536 -0.172 -0.622
H72 5.003 -2.093 -2.017
H73 7.740 -2.542 -0.874
H74 7.476 -1.302 -1.986
H75 7.170 -3.003 -2.484
H76 4.516 -3.425 -0.212
C29 1.676 -3.247 -1.062
C30 1.745 -3.866 0.300
C31 1.773 -5.414 0.197
O9 3.012 -3.434 0.808
H77 1.920 -2.186 -1.019
H78 0.630 -3.360 -1.348
H79 2.287 -3.672 -1.858
H80 0.981 -3.494 0.982
H81 0.768 -5.799 0.023
H82 2.097 -5.940 1.095
H83 2.255 -5.803 -0.700
H84 2.842 -2.976 1.634
C32 -0.407 -0.690 1.194
C33 0.939 0.037 1.115
C34 1.040 1.152 0.072
O10 1.270 0.600 2.320
H85 -1.263 -0.015 1.203
H86 -0.440 -1.404 2.017
H87 -0.494 -1.320 0.310
H88 1.708 -0.704 0.898
H89 0.195 1.840 0.109
H90 1.038 0.675 -0.908
H91 2.002 1.620 0.279
H92 0.925 1.488 2.201

The LUMO energy comes out at 0.29 eV. Its SMILES is COC[C@H](C)N.COC[C@H](C)N.COC[C@H](C)N.COC[C@H](C)N.CC(C)O.CC(C)O.CC(C)O.CC(C)O.CC(C)O.CC(C)O. The energy above the lowest of the compared OMol25 structures with the same formula, charge and spin comes out at 37.9 kcal per mole. The molar mass is 717.13 g/mol. The total energy is -63181.47690 eV. The value obtained for the highest occupied orbital energy is -0.336 Eh. As for the largest force on an atom: 2.56 eV Å⁻¹.